{"formula": "C39H48CaF18N3O39S6", "method": "ωB97M-V with the def2-TZVPD basis set", "gap_ev": 1.779, "total_charge": -1, "relative_energy_kcal_mol": 340.8, "species": ["Ca", "C", "F", "F", "F", "S", "O", "O", "N", "S", "O", "O", "C", "F", "F", "F", "C", "F", "F", "F", "S", "O", "O", "N", "S", "O", "O", "C", "F", "F", "F", "C", "F", "F", "F", "S", "O", "O", "N", "S", "O", "O", "C", "F", "F", "F", "C", "C", "O", "C", "O", "O", "H", "H", "H", "H", "C", "C", "O", "C", "O", "O", "H", "H", "H", "H", "C", "C", "O", "C", "O", "O", "H", "H", "H", "H", "C", "C", "C", "O", "C", "O", "O", "H", "H", "H", "H", "H", "H", "C", "C", "C", "O", "C", "O", "O", "H", "H", "H", "H", "H", "H", "C", "C", "C", "O", "C", "O", "O", "H", "H", "H", "H", "H", "H", "C", "C", "C", "O", "C", "O", "O", "H", "H", "H", "H", "H", "H", "C", "C", "C", "O", "C", "O", "O", "H", "H", "H", "H", "H", "H", "C", "C", "C", "O", "C", "O", "O", "H", "H", "H", "H", "H", "H"], "xyz": [[-4.05, -3.13, -0.15], [12.93, -7.79, 2.81], [12.48, -9.02, 3.11], [13.24, -7.18, 3.97], [14.06, -7.90, 2.07], [11.60, -6.75, 1.83], [10.92, -7.75, 1.00], [10.75, -6.18, 2.89], [12.58, -5.52, 1.06], [12.52, -5.89, -0.46], [13.39, -4.97, -1.20], [12.72, -7.26, -0.87], [10.77, -5.30, -1.11], [10.94, -4.53, -2.25], [10.08, -6.44, -1.34], [10.03, -4.60, -0.22], [1.91, -0.43, -0.68], [2.77, 0.43, -1.21], [2.21, -1.64, -1.20], [2.05, -0.45, 0.65], [0.12, 0.09, -1.26], [0.22, 1.29, -2.02], [-0.37, -1.09, -1.92], [-0.85, 0.22, 0.17], [-0.66, 1.70, 0.63], [0.69, 2.23, 0.66], [-1.62, 2.51, -0.13], [-1.23, 1.52, 2.50], [-0.37, 0.66, 3.05], [-1.18, 2.81, 3.08], [-2.49, 1.04, 2.53], [-9.57, -5.33, 2.88], [-9.45, -3.99, 3.20], [-9.93, -6.00, 3.96], [-10.35, -5.61, 1.83], [-7.79, -6.01, 2.72], [-7.02, -4.92, 3.32], [-7.63, -7.21, 3.54], [-7.55, -6.09, 0.99], [-7.69, -7.66, 0.75], [-6.45, -8.36, 1.17], [-8.90, -8.30, 1.17], [-7.81, -7.75, -1.14], [-7.97, -9.03, -1.47], [-8.74, -6.89, -1.61], [-6.66, -7.32, -1.64], [3.27, -8.89, -0.80], [3.00, -9.22, -2.27], [1.78, -8.55, -2.50], [1.33, -8.09, -1.32], [0.28, -7.40, -1.22], [2.09, -8.44, -0.33], [4.09, -8.20, -0.58], [3.53, -9.82, -0.31], [2.94, -10.27, -2.54], [3.74, -8.82, -2.96], [-8.74, 6.35, 8.04], [-8.31, 5.34, 6.90], [-9.57, 4.92, 6.47], [-10.59, 5.53, 7.05], [-11.74, 5.46, 6.72], [-10.19, 6.37, 8.01], [-8.67, 7.41, 7.80], [-8.53, 6.04, 9.06], [-7.66, 4.56, 7.30], [-7.83, 5.83, 6.05], [-3.03, 9.32, 1.49], [-4.52, 9.16, 1.16], [-5.16, 9.55, 2.34], [-4.35, 9.68, 3.34], [-4.58, 9.92, 4.49], [-3.10, 9.48, 2.91], [-2.81, 10.21, 0.91], [-2.40, 8.49, 1.19], [-4.81, 8.13, 0.93], [-4.95, 9.83, 0.42], [5.33, 4.48, 4.66], [6.16, 3.32, 5.20], [5.46, 2.02, 5.14], [6.49, 1.14, 4.72], [7.47, 1.82, 4.15], [8.53, 1.38, 3.66], [7.19, 3.12, 4.25], [5.01, 4.24, 3.65], [5.83, 5.45, 4.74], [4.38, 4.74, 5.13], [6.65, 3.57, 6.15], [4.63, 2.03, 4.43], [5.08, 1.85, 6.15], [6.38, -2.42, -8.82], [5.25, -3.34, -8.42], [4.12, -3.51, -9.44], [4.08, -4.84, -9.58], [4.75, -5.50, -8.67], [4.78, -6.72, -8.39], [5.54, -4.68, -8.07], [6.91, -2.18, -7.89], [6.02, -1.51, -9.30], [7.14, -2.82, -9.49], [4.77, -2.84, -7.57], [4.33, -3.12, -10.43], [3.17, -3.08, -9.10], [2.17, -8.89, 6.37], [1.87, -7.47, 6.82], [2.96, -6.44, 6.41], [2.18, -5.62, 5.56], [0.92, -6.02, 5.34], [0.16, -5.63, 4.45], [0.69, -7.12, 6.04], [3.06, -9.32, 6.84], [2.37, -8.99, 5.31], [1.39, -9.61, 6.65], [1.77, -7.33, 7.89], [3.82, -6.91, 5.93], [3.21, -5.82, 7.27], [5.58, 7.52, -1.97], [4.91, 8.91, -2.01], [3.41, 8.83, -2.21], [2.98, 9.96, -1.43], [3.93, 10.28, -0.54], [3.82, 11.03, 0.39], [4.99, 9.48, -0.71], [5.72, 7.29, -3.02], [4.96, 6.70, -1.60], [6.51, 7.49, -1.41], [5.38, 9.59, -2.71], [2.94, 7.90, -1.91], [3.05, 8.92, -3.24], [-2.44, 5.00, -9.53], [-2.48, 4.72, -8.03], [-2.50, 5.90, -7.10], [-3.76, 5.83, -6.50], [-4.39, 4.67, -6.81], [-5.54, 4.36, -6.59], [-3.66, 4.02, -7.65], [-1.42, 5.05, -9.93], [-3.01, 5.85, -9.91], [-2.82, 4.18, -10.15], [-1.59, 4.17, -7.71], [-2.53, 6.85, -7.62], [-1.71, 5.88, -6.34], [-10.88, 5.25, -1.62], [-10.87, 4.06, -0.71], [-11.50, 2.84, -1.36], [-10.56, 1.81, -1.18], [-9.46, 2.29, -0.60], [-8.41, 1.57, -0.49], [-9.55, 3.60, -0.39], [-11.79, 5.84, -1.51], [-10.75, 4.91, -2.64], [-10.08, 5.95, -1.40], [-11.45, 4.23, 0.20], [-11.81, 3.17, -2.35], [-12.43, 2.58, -0.85]]}

{"formula": "C7H5BrOS", "method": "ωB97M-V with the def2-TZVPD basis set", "gap_ev": 7.918, "total_charge": 0, "relative_energy_kcal_mol": 84.6, "species": ["O", "C", "C", "C", "C", "S", "C", "C", "C", "Br", "H", "H", "H", "H", "H"], "xyz": [[2.08, 2.89, -0.11], [1.33, 2.02, -0.04], [0.36, 1.04, -0.29], [0.80, 0.57, -1.65], [0.95, -0.77, -1.72], [0.57, -1.69, -0.33], [-0.25, -0.19, 0.37], [-0.56, -0.36, 1.76], [-1.82, -0.57, 0.86], [-2.54, -2.34, 0.42], [1.15, 1.31, -2.31], [1.42, -1.22, -2.53], [-0.32, -1.35, 2.29], [-0.65, 0.44, 2.51], [-2.54, 0.21, 0.77]]}